[1]
Below is a molecular structure, C21H40CdFO17P3, with properties calculated with the ωB97M-V functional and the def2-TZVPD basis.

Atoms and positions in Å:
Cd: 0.1305 0.8156 -0.5859
F: -1.4981 1.8517 -1.4286
O: 1.5845 -0.4065 0.2788
H: 1.9263 -0.8220 -0.5110
C: -3.7833 0.5555 3.7528
C: -2.6670 0.1175 3.0515
C: -2.4628 0.5508 1.7273
C: -3.3819 1.4213 1.1683
C: -4.5455 1.8154 1.8212
C: -4.7356 1.3361 3.0956
O: -5.8190 1.7395 3.8557
O: -1.3571 0.1614 1.0503
H: -3.8963 0.4269 4.8203
H: -1.9521 -0.5175 3.5571
H: -3.1882 1.7162 0.1390
H: -5.2272 2.5797 1.4708
H: -6.3884 2.3181 3.3418
H: -0.8484 -0.5271 1.5388
C: 0.0425 -5.0775 3.3970
C: -0.1821 -3.7242 3.1764
C: 0.7507 -2.9669 2.4941
C: 1.8477 -3.5992 1.8977
C: 2.1136 -4.9328 2.1410
C: 1.1865 -5.6698 2.8719
O: 1.5109 -6.9831 3.1265
O: 0.5438 -1.6447 2.2552
H: -0.7174 -5.7297 3.8113
H: -1.0640 -3.3033 3.6429
H: 2.6021 -3.1002 1.3017
H: 3.0050 -5.4485 1.8124
H: 0.7682 -7.4259 3.5487
H: 1.0945 -1.3006 1.4660
C: -1.3725 3.9882 2.8321
O: -0.3340 4.5710 2.0744
P: 0.7951 3.7518 1.3082
O: 0.3538 2.4949 0.6767
O: 1.3016 4.8178 0.2355
C: 0.6857 4.9450 -1.0510
O: 2.0425 3.6100 2.2431
C: 2.1747 4.2667 3.5123
H: -1.5050 2.9170 2.6525
H: -2.3443 4.3890 2.5433
H: -1.2711 4.0882 3.9138
H: 0.1027 5.8670 -1.1041
H: 0.0230 4.0888 -1.1957
H: 1.4544 5.0471 -1.8139
H: 1.2991 4.2620 4.1524
H: 2.6461 5.2245 3.2836
H: 2.9741 3.7250 4.0230
C: -1.7715 -3.3240 -0.5510
O: -0.9689 -3.4084 -1.7349
P: -0.6541 -2.0903 -2.6310
O: -0.3791 -0.9060 -1.8231
O: -1.8649 -1.8733 -3.6404
C: -3.2187 -1.7736 -3.1294
O: 0.5489 -2.6184 -3.5305
C: 0.2788 -3.3164 -4.7435
H: -2.0901 -2.3067 -0.3290
H: -1.2378 -3.8712 0.2239
H: -2.6846 -3.9077 -0.7153
H: -3.9180 -1.3914 -3.8668
H: -3.2241 -1.1306 -2.2498
H: -3.4588 -2.8231 -2.9429
H: 0.7165 -4.3090 -4.6509
H: 0.8631 -2.8387 -5.5447
H: -0.7066 -3.2406 -5.1963
C: 3.6228 -0.9759 -2.5426
O: 3.8765 0.4129 -2.4949
P: 2.7340 1.4849 -2.8426
O: 1.5159 1.4625 -2.0017
O: 2.5224 1.2825 -4.3908
C: 1.3082 0.7442 -4.8932
O: 3.5216 2.8637 -2.8154
C: 4.0068 3.3560 -1.5484
H: 3.6507 -1.4306 -1.5510
H: 4.4441 -1.4340 -3.1012
H: 2.7008 -1.2495 -3.0597
H: 0.9268 1.3821 -5.6966
H: 0.4500 0.7012 -4.2203
H: 1.5024 -0.2185 -5.3664
H: 3.8784 4.4334 -1.5803
H: 5.0825 3.1631 -1.5521
H: 3.6077 2.8711 -0.6599

Computed properties:
* HOMO-LUMO gap: 8.02 eV
* E_HOMO: -7.46 eV
* LUMO: 0.569 eV
* electronic energy: -92388.599 eV
* total charge: 0

Taken from the Löwdin analysis, the atomic charges in e are: 1.302 -0.639 -0.408 -0.088 -0.016 -0.003 -0.333 -0.022 -0.023 -0.334 0.023 -0.067 0.116 0.110 0.099 0.116 0.092 0.077 -0.034 -0.031 -0.330 -0.008 -0.018 -0.335 0.025 -0.040 0.110 0.111 0.114 0.117 0.094 0.027 -0.093 -0.190 0.402 -0.296 -0.217 -0.073 -0.188 -0.064 0.073 0.095 0.089 0.089 0.072 0.078 0.084 0.098 0.092 -0.080 -0.209 0.417 -0.286 -0.232 -0.045 -0.204 -0.095 0.080 0.088 0.087 0.092 0.093 0.090 0.096 0.084 0.088 -0.095 -0.194 0.425 -0.305 -0.174 -0.093 -0.198 -0.073 0.088 0.096 0.073 0.093 0.085 0.082 0.087 0.091 0.092



[2]
Below is 2 unconnected molecules or ions with the total composition C3H10O3, with properties calculated with the ωB97M-V functional and the def2-TZVPD basis.

Atoms and positions in Å:
C: -0.7315 0.9561 2.3443
O: -2.1184 0.4510 2.5253
C: 0.0444 0.2650 1.2480
C: 1.3150 0.7198 0.6813
O: 1.7962 -0.1510 -0.2912
H: -0.8299 2.1041 2.3248
H: -0.3934 0.8196 3.3974
H: -2.5619 1.0889 3.0343
H: 0.2467 -0.7825 1.5111
H: -0.7156 0.0731 0.4671
H: 1.0545 1.5481 0.0380
H: 1.8777 0.9762 1.5338
H: 1.3571 -0.9231 -0.1140
H: 0.5909 -2.5243 -5.5648
H: -0.0096 -1.0248 -5.6130
O: -0.2258 -1.9252 -5.5660

Computed properties:
* HOMO-LUMO gap: 11.14 eV
* E_HOMO: -10.30 eV
* SMILES: OCCCO.O
* LUMO: 0.842 eV
* electronic energy: -9413.624 eV
* total charge: 0

Taken from the Löwdin analysis, the atomic charges in e are: -0.218 -0.089 -0.206 -0.304 -0.003 0.139 0.116 0.038 0.127 0.136 0.126 0.113 0.027 0.081 -0.009 -0.072



[3]
Below is a molecular structure, C23H32AsN3O11Si3Tl, with properties calculated with the ωB97M-V functional and the def2-TZVPD basis.

Atoms and positions in Å:
Tl: 3.6209 3.4492 -4.0388
O: 0.7916 -2.7442 -4.3772
C: 1.4090 -2.6661 -3.3109
O: 1.8164 -3.4774 -2.4415
C: 1.7194 -1.1546 -3.0063
C: 2.9427 -0.7696 -2.4580
C: 3.3328 0.5478 -2.6045
N: 2.4947 1.4770 -3.0673
C: 1.3475 1.1584 -3.5880
C: 0.9319 -0.1851 -3.6517
C: 0.6571 2.2878 -4.2599
O: -0.5490 2.2607 -4.4313
O: 1.4687 3.1150 -4.8234
H: 3.6058 -1.6018 -2.0881
H: 4.3469 0.9174 -2.2336
H: 0.0530 -0.4106 -4.2405
O: 1.2844 3.5210 0.7843
C: 0.8382 2.3738 0.9838
O: -0.4056 2.1778 1.3404
C: 1.7268 1.1905 1.1002
C: 2.9512 1.5673 1.6552
C: 3.9944 0.6470 1.8194
C: 3.7935 -0.6198 1.3868
C: 2.5607 -0.9478 0.7966
C: 1.4589 -0.0637 0.6348
O: 0.3240 -0.3739 0.0633
N: 2.4229 -2.3818 0.3321
O: 1.2749 -2.8499 0.3228
O: 3.4685 -2.9196 0.1340
N: 5.2721 1.1538 2.3334
O: 6.2570 0.4035 2.1486
O: 5.3074 2.1850 2.9297
H: 3.2017 2.5363 1.9289
H: 4.5377 -1.3836 1.3712
C: -1.1347 -4.4195 1.2491
Si: -0.9278 -2.8245 2.0951
C: -2.4143 -2.6597 3.1354
C: 0.6616 -2.7010 3.1241
As: -1.2646 -0.7518 0.9758
Si: -1.4886 3.5446 1.2810
C: -1.1202 4.7263 2.6278
C: -1.4463 4.3022 -0.4866
C: -3.1084 2.6468 1.5222
Si: -2.6936 -1.2428 -0.9551
C: -4.3403 -1.3547 -0.0083
C: -2.9559 0.3209 -1.9075
C: -2.0948 -2.6162 -2.0632
H: -1.1551 -5.2961 1.9545
H: -0.3256 -4.5619 0.5876
H: -2.0994 -4.3879 0.6949
H: -3.3206 -2.4401 2.5721
H: -2.3626 -1.9237 3.9239
H: -2.6675 -3.5810 3.6685
H: 1.5281 -2.2063 2.6887
H: 0.9236 -3.6990 3.4525
H: 0.3225 -2.2191 4.0646
H: -0.1167 5.0124 2.7034
H: -1.3838 4.4244 3.6360
H: -1.6484 5.6386 2.5327
H: -0.7848 3.8417 -1.1519
H: -1.2125 5.3189 -0.4732
H: -2.3851 4.1584 -0.9605
H: -3.8052 3.3472 1.9923
H: -2.9914 1.8063 2.1461
H: -3.4967 2.3898 0.5358
H: -4.3589 -0.6167 0.7662
H: -4.4849 -2.2884 0.5730
H: -5.2379 -1.2724 -0.5766
H: -3.5635 1.1017 -1.4622
H: -3.3154 0.0701 -2.8945
H: -1.9558 0.8052 -1.9632
H: -3.0301 -2.9202 -2.6587
H: -1.7871 -3.5577 -1.6609
H: -1.2152 -2.3348 -2.7253

Computed properties:
* HOMO-LUMO gap: 6.71 eV
* E_HOMO: -5.46 eV
* LUMO: 1.246 eV
* electronic energy: -140528.129 eV
* total charge: -1

Taken from the Löwdin analysis, the atomic charges in e are: 0.860 -0.027 -0.688 -0.046 -0.085 -0.024 -0.167 -0.061 -0.227 0.078 -0.655 0.043 -0.293 0.131 0.114 0.126 0.060 -0.471 -0.104 -0.038 0.100 -0.121 0.078 -0.038 -0.298 -0.353 -0.305 0.008 0.100 -0.344 0.052 0.101 0.110 0.127 -0.214 0.277 -0.265 -0.183 1.115 0.553 -0.146 -0.108 -0.155 0.381 -0.238 -0.211 -0.188 0.057 0.002 0.040 0.010 0.024 0.038 0.005 0.028 0.034 0.015 0.042 0.024 0.012 0.010 0.019 0.035 -0.005 0.020 0.000 0.019 0.013 0.016 0.036 0.034 0.060 0.003 0.048



[4]
Below is a molecular structure, C15H31IMoP2, with properties calculated with the ωB97M-V functional and the def2-TZVPD basis.

Atoms and positions in Å:
P: 1.5112 1.2512 1.4590
P: -1.7306 0.9970 0.7132
C: 0.6185 1.9712 -0.0432
C: -0.7354 2.5925 0.3329
H: 0.5167 1.1622 -0.8185
H: 1.2366 2.7822 -0.4882
H: -0.7307 3.1887 1.2702
H: -1.1305 3.2461 -0.4911
C: -2.5008 1.3669 -1.0876
H: -3.4378 0.8339 -1.3155
H: -1.8272 1.1856 -1.9398
H: -2.7537 2.4466 -1.1551
C: -3.3403 1.4734 1.4250
H: -3.9240 2.1928 0.8427
H: -3.1222 1.8403 2.4245
H: -3.8909 0.5227 1.4533
C: 2.8762 1.0754 0.3101
H: 3.8238 0.7050 0.6639
H: 3.0349 2.1219 0.0357
H: 2.5860 0.5662 -0.6034
C: 2.0263 2.9542 2.0790
H: 1.2665 3.6531 2.4442
H: 2.3953 3.3036 1.0702
H: 2.8562 2.9308 2.7983
Mo: -0.0087 0.7781 2.8718
C: -1.8723 -2.0845 -1.9990
C: -1.3184 -1.9674 -3.2179
C: 0.0592 -2.3845 -3.5382
C: 0.7822 -3.5174 -2.7870
C: 1.8566 -2.9631 -1.9451
C: 1.5736 -2.2455 -0.8198
C: 0.2172 -1.9939 -0.3273
C: -1.1898 -2.5148 -0.6705
C: 1.2599 -0.2018 4.4190
H: -2.7785 -1.4607 -1.7392
H: -1.7937 -1.3553 -3.9455
H: 0.6420 -1.4738 -3.4501
H: -0.0324 -2.6378 -4.6067
H: 0.0333 -4.1033 -2.2205
H: 1.1655 -4.1643 -3.5846
H: 2.8584 -3.2472 -2.2196
H: 2.4124 -1.9868 -0.1921
H: 0.1016 -0.9011 -0.1650
H: 0.3449 -2.3073 0.7151
H: -1.3748 -3.5336 -0.2266
H: -1.7677 -1.9060 0.0814
H: 0.5816 0.0362 5.2560
H: 2.3354 0.0437 4.5571
H: 1.0549 -1.2258 4.0419
I: -0.7664 2.9545 4.3325

Computed properties:
* HOMO-LUMO gap (alpha / beta): 6.58 / 2.72 eV
* E_HOMO (alpha / beta): -15.11 / -13.57 eV
* LUMO (alpha / beta): -8.524 / -10.854 eV
* electronic energy: -44567.182 eV
* total charge: +2
* multiplicity: 3

Taken from the Löwdin analysis, the atomic charges in e are: 0.646 0.869 -0.441 -0.409 0.081 0.106 0.020 0.103 -0.212 0.051 0.046 0.057 -0.296 0.067 -0.016 0.058 -0.248 0.067 0.048 0.047 -0.243 -0.026 0.051 0.069 0.727 -0.073 -0.091 -0.171 -0.140 0.028 -0.010 -0.203 -0.177 -0.208 0.103 0.110 0.123 0.138 0.145 0.132 0.135 0.119 0.049 0.131 0.139 0.079 -0.010 0.031 0.013 0.386